--- one ---
C40H37BCl2N9O2S2Sc | ωB97M-V with the def2-TZVPD basis set

Geometry as XYZ:
```
94
Properties=species:S:1:pos:R:3:mulliken_charge:R:1
Sc 0.566 -0.612 0.300 -0.861
C 3.690 -5.081 -0.242 -1.348
C 2.713 -4.214 -0.776 -0.163
N 2.595 -3.116 -0.048 0.485
N 3.484 -3.242 0.954 -0.208
C 4.158 -4.406 0.869 -0.200
B 3.681 -2.103 1.973 -0.016
N 2.434 -1.966 2.864 -0.320
C 2.350 -2.120 4.195 -0.304
C 1.034 -1.948 4.575 -1.480
C 0.369 -1.678 3.373 -0.750
N 1.215 -1.704 2.353 1.639
N 3.951 -0.763 1.256 -0.407
C 5.101 -0.070 1.272 -0.103
C 4.920 1.086 0.541 -1.471
C 3.584 1.014 0.114 -0.557
N 3.008 -0.098 0.554 1.016
H 4.006 -6.043 -0.613 0.381
H 2.108 -4.332 -1.666 0.452
H 4.914 -4.661 1.596 0.425
H 4.635 -2.375 2.672 -0.242
H 3.236 -2.336 4.772 0.431
H 0.620 -1.978 5.570 0.424
H -0.669 -1.432 3.204 0.640
H 5.963 -0.459 1.791 0.444
H 5.639 1.865 0.341 0.373
H 3.005 1.703 -0.481 0.545
S 0.846 -1.518 -2.235 -0.431
C 0.858 -0.204 -3.403 0.104
C 1.011 -0.493 -4.766 -0.717
C 1.091 0.508 -5.726 -0.544
C 1.021 1.840 -5.325 -0.781
C 0.865 2.141 -3.980 -0.400
C 0.772 1.143 -2.995 -0.329
S 0.538 1.590 -1.320 0.788
H 1.074 -1.535 -5.059 0.413
H 1.213 0.249 -6.771 0.307
H 1.089 2.640 -6.054 0.357
H 0.805 3.179 -3.659 0.023
C -4.615 -0.132 0.535 -0.528
C -4.093 -1.286 -0.041 -0.864
C -2.714 -1.469 -0.125 0.387
C -1.779 -0.537 0.348 0.430
C -2.355 0.621 0.897 0.767
C -3.728 0.832 1.002 -0.936
H -5.687 0.018 0.608 0.327
H -4.759 -2.054 -0.426 0.381
H -2.377 -2.384 -0.592 0.196
H -1.719 1.418 1.255 0.103
H -4.094 1.755 1.443 0.492
Cl -3.292 2.843 -1.034 -0.115
C -2.202 3.794 -1.974 1.270
C -2.532 4.061 -3.294 -0.950
C -1.629 4.706 -4.122 -0.414
C -0.386 5.074 -3.627 -0.379
C -0.082 4.827 -2.300 0.787
Cl 1.490 5.303 -1.714 -0.215
C -0.986 4.205 -1.425 -1.363
N -0.642 3.987 -0.097 0.419
C -1.413 4.288 1.020 0.938
C -2.565 5.071 0.923 -0.760
C -3.344 5.330 2.038 -0.676
C -2.975 4.824 3.279 -0.927
C -1.789 4.107 3.378 -0.318
C -0.982 3.854 2.275 0.245
C 0.341 3.158 2.482 -1.526
C 0.157 1.668 2.657 0.131
O -0.341 1.256 3.703 -0.731
O 0.603 1.027 1.650 0.751
H -3.486 3.713 -3.670 0.433
H -1.881 4.896 -5.158 0.374
H 0.354 5.547 -4.258 0.389
H 0.167 3.403 0.033 -0.226
H -2.858 5.468 -0.043 0.448
H -4.245 5.924 1.930 0.377
H -3.588 4.994 4.155 0.360
H -1.463 3.711 4.334 0.393
H 0.765 3.528 3.414 0.535
H 1.067 3.348 1.691 0.508
C -1.566 -5.639 -2.437 -1.310
C -1.252 -5.072 -1.090 0.580
C -1.519 -5.514 0.187 -1.197
C -0.988 -4.517 1.041 0.612
N -0.432 -3.541 0.340 0.408
N -0.607 -3.907 -0.944 0.779
C -1.033 -4.491 2.536 -1.338
H -2.139 -6.560 -2.328 0.386
H -0.656 -5.865 -2.998 0.224
H -2.153 -4.937 -3.033 0.279
H -2.033 -6.421 0.473 0.424
H -0.308 -3.261 -1.682 -0.689
H -1.400 -5.446 2.915 0.417
H -1.700 -3.703 2.891 0.152
H -0.047 -4.299 2.959 0.148
```

Summary:
Frontier orbital gap   0.215 Ha
Net charge   -2

--- two ---
C40H37BCl2N9O2S2Sc | ωB97M-V with the def2-TZVPD basis set

Geometry as XYZ:
```
94
Properties=species:S:1:pos:R:3:mulliken_charge:R:1
Sc -0.740 -0.813 -1.294 -1.258
C 1.233 -0.386 -5.311 -1.359
C 1.192 -0.421 -3.912 -0.369
N -0.004 -0.814 -3.498 0.963
N -0.750 -1.034 -4.591 -0.089
C -0.031 -0.783 -5.695 -0.135
B -2.204 -1.505 -4.473 0.182
N -2.263 -2.792 -3.617 -0.320
C -2.759 -3.988 -3.971 -0.169
C -2.673 -4.831 -2.886 -1.508
C -2.090 -4.040 -1.888 -0.091
N -1.847 -2.813 -2.334 0.988
N -3.057 -0.447 -3.750 -0.332
C -4.148 0.217 -4.158 -0.152
C -4.601 0.984 -3.102 -1.393
C -3.694 0.713 -2.065 -0.549
N -2.775 -0.147 -2.471 1.130
H 2.057 -0.102 -5.942 0.388
H 1.946 -0.175 -3.181 0.513
H -0.474 -0.905 -6.670 0.418
H -2.653 -1.728 -5.571 -0.205
H -3.137 -4.144 -4.968 0.401
H -2.972 -5.863 -2.824 0.423
H -1.809 -4.307 -0.882 0.270
H -4.516 0.098 -5.164 0.429
H -5.450 1.647 -3.084 0.396
H -3.651 1.100 -1.060 0.504
S 0.618 -2.966 -0.642 -0.400
C 2.050 -2.514 0.269 0.324
C 2.871 -3.503 0.816 -0.627
C 4.029 -3.188 1.510 -0.653
C 4.388 -1.855 1.671 -0.747
C 3.580 -0.862 1.140 -0.458
C 2.412 -1.165 0.434 -0.356
S 1.434 0.114 -0.254 0.222
H 2.583 -4.540 0.683 0.399
H 4.641 -3.980 1.930 0.318
H 5.286 -1.589 2.219 0.332
H 3.846 0.182 1.263 0.373
C -3.715 -0.677 2.924 -0.521
C -2.792 0.317 2.632 -0.354
C -2.043 0.251 1.458 -0.013
C -2.158 -0.800 0.530 0.440
C -3.113 -1.774 0.863 0.091
C -3.880 -1.723 2.023 -0.515
H -4.295 -0.640 3.840 0.294
H -2.642 1.141 3.323 0.384
H -1.335 1.051 1.257 0.116
H -3.279 -2.611 0.189 0.202
H -4.605 -2.506 2.230 0.363
Cl 1.378 1.511 3.213 0.125
C 1.348 3.239 3.248 0.353
C 1.551 3.872 4.462 -0.605
C 1.519 5.255 4.550 -0.458
C 1.238 5.993 3.414 -0.622
C 1.005 5.352 2.209 0.776
Cl 0.522 6.350 0.865 -0.239
C 1.092 3.956 2.061 -0.551
N 0.882 3.325 0.854 1.107
C 1.571 3.785 -0.311 0.188
C 2.932 4.055 -0.230 -0.328
C 3.635 4.482 -1.343 -0.789
C 2.972 4.620 -2.556 -0.622
C 1.617 4.344 -2.635 -0.434
C 0.889 3.936 -1.519 0.303
C -0.583 3.659 -1.646 -1.628
C -0.782 2.247 -2.235 0.260
O -0.948 2.131 -3.444 -0.712
O -0.762 1.323 -1.350 0.957
H 1.745 3.259 5.331 0.438
H 1.692 5.750 5.497 0.341
H 1.166 7.071 3.450 0.393
H 0.832 2.306 0.889 -0.874
H 3.439 3.906 0.716 0.455
H 4.698 4.678 -1.270 0.374
H 3.511 4.934 -3.442 0.384
H 1.096 4.434 -3.581 0.447
H -1.037 4.374 -2.334 0.606
H -1.058 3.725 -0.668 0.189
C -1.065 -4.376 2.374 -0.774
C -0.107 -3.483 3.089 0.830
C 0.958 -3.775 3.902 -1.208
C 1.554 -2.530 4.191 0.694
N 0.879 -1.533 3.634 -0.582
N -0.129 -2.142 2.975 0.568
C 2.780 -2.249 4.995 -1.278
H -1.012 -5.382 2.791 0.421
H -0.794 -4.404 1.315 -0.068
H -2.088 -4.009 2.455 0.128
H 1.282 -4.759 4.201 0.304
H -0.720 -1.596 2.358 0.045
H 2.691 -2.633 6.015 0.356
H 2.948 -1.174 5.036 0.207
H 3.654 -2.711 4.531 0.234
```

Summary:
Frontier orbital gap   0.207 Ha
Net charge   -2

The most stable of them is two.

--- one ---
C37H37Br3ClF6IN6O5P2S3Tl | ωB97M-V with the def2-TZVPD basis set

Geometry as XYZ:
```
102
Properties=species:S:1:pos:R:3:mulliken_charge:R:1
Tl 0.312 -0.605 -0.430 1.021
F -4.797 0.203 -4.996 -0.233
C -4.312 0.630 -3.826 0.400
F -4.028 1.924 -3.943 -0.174
F -5.279 0.501 -2.906 -0.235
S -2.837 -0.390 -3.336 1.137
O -2.677 -0.168 -1.925 -0.204
O -3.218 -1.702 -3.772 -0.749
N -1.718 0.175 -4.258 -0.797
S -0.666 1.286 -3.894 1.123
O -1.100 2.607 -4.265 -0.723
O -0.049 1.185 -2.593 -0.654
C 0.648 0.854 -5.164 0.368
F 0.561 1.716 -6.186 -0.254
F 1.855 0.981 -4.624 -0.164
F 0.508 -0.370 -5.645 -0.213
C -3.075 2.917 -1.300 -1.380
P -1.708 2.589 -0.098 1.256
C -2.682 3.025 1.424 -1.275
C -0.771 4.173 -0.419 -1.441
C 0.688 4.181 0.030 -1.143
P 1.677 2.689 -0.481 1.362
C 2.175 3.217 -2.174 -1.576
C 3.234 3.210 0.375 -1.492
H -3.438 3.943 -1.194 0.591
H -3.897 2.226 -1.106 0.247
H -2.728 2.763 -2.323 0.159
H -3.010 4.068 1.431 0.392
H -2.138 2.802 2.346 0.061
H -3.562 2.380 1.403 0.361
H -1.313 5.012 0.029 0.621
H -0.813 4.296 -1.506 0.453
H 0.744 4.223 1.122 0.282
H 1.202 5.067 -0.355 0.604
H 2.707 4.171 -2.154 0.495
H 1.298 3.288 -2.816 0.294
H 2.823 2.444 -2.591 0.275
H 3.433 4.272 0.210 0.535
H 4.068 2.628 -0.018 0.341
H 3.163 3.023 1.448 0.279
Br 3.370 -2.504 -4.549 -0.242
C 4.139 -1.817 -2.957 0.257
C 5.512 -1.962 -2.784 -0.330
C 6.107 -1.554 -1.622 0.012
Br 7.990 -1.816 -1.426 -0.298
C 5.343 -0.987 -0.582 0.606
C 5.879 -0.594 0.665 -1.119
C 5.058 -0.080 1.626 -1.265
C 3.693 0.068 1.333 -0.362
N 3.161 -0.267 0.185 1.064
C 3.941 -0.811 -0.777 -0.167
C 3.269 -1.245 -2.003 -0.091
O 2.022 -1.154 -2.178 -0.077
H 6.099 -2.411 -3.572 0.440
H 6.938 -0.715 0.844 0.310
H 5.442 0.218 2.593 0.520
H 3.027 0.490 2.079 0.220
C -2.666 -5.116 -2.888 -0.953
N -3.281 -4.373 -1.806 0.219
C -4.569 -3.888 -1.835 -0.813
C -4.728 -3.085 -0.781 -0.370
N -3.515 -3.053 -0.085 0.481
C -2.589 -3.843 -0.756 -0.132
S -0.987 -4.168 -0.447 -0.316
C -3.331 -2.326 1.113 1.112
C -4.349 -1.497 1.599 -0.715
C -4.151 -0.855 2.804 -0.725
C -2.970 -1.055 3.503 -0.444
C -2.028 -1.887 2.929 -0.609
N -2.195 -2.497 1.761 -0.047
H -3.402 -5.801 -3.306 0.339
H -1.821 -5.669 -2.488 0.339
H -2.314 -4.427 -3.654 0.309
H -5.267 -4.169 -2.602 0.476
H -5.598 -2.543 -0.473 0.372
H -5.270 -1.344 1.062 0.195
H -4.919 -0.199 3.194 0.413
H -2.785 -0.576 4.455 0.443
H -1.082 -2.084 3.424 0.468
Br 0.635 0.160 6.048 -0.171
C -0.016 1.898 5.668 0.120
C -0.368 2.705 6.741 -0.547
C -0.853 3.982 6.516 -0.549
C -0.970 4.456 5.218 -0.928
C -0.615 3.649 4.150 0.138
C -0.148 2.357 4.362 0.215
I 0.275 1.161 2.685 0.005
H -0.259 2.323 7.747 0.402
H -1.139 4.603 7.355 0.364
H -1.344 5.454 5.030 0.407
H -0.705 4.021 3.137 0.135
Cl 2.664 -4.404 4.228 -0.271
C 2.521 -4.226 2.505 -0.077
C 2.860 -5.266 1.658 -0.328
C 2.720 -5.066 0.295 -1.068
C 2.227 -3.851 -0.157 -0.722
N 1.906 -2.860 0.669 0.658
C 2.063 -3.033 1.972 -0.438
H 3.216 -6.205 2.060 0.435
H 2.983 -5.845 -0.407 0.462
H 2.073 -3.657 -1.213 0.743
H 1.823 -2.194 2.619 0.542
```

Summary:
Frontier orbital gap   0.236 Ha
Net charge   -1

--- two ---
C37H37Br3ClF6IN6O5P2S3Tl | ωB97M-V with the def2-TZVPD basis set

Geometry as XYZ:
```
102
Properties=species:S:1:pos:R:3:mulliken_charge:R:1
Tl 0.254 -0.581 -0.413 1.172
F -4.431 -0.455 -5.289 -0.248
C -4.177 0.186 -4.139 0.405
F -4.076 1.484 -4.422 -0.203
F -5.259 0.026 -3.354 -0.236
S -2.651 -0.602 -3.354 1.085
O -2.714 -0.279 -1.959 -0.357
O -2.881 -1.968 -3.706 -0.682
N -1.501 0.009 -4.205 -0.697
S -0.565 1.216 -3.785 0.906
O -1.055 2.493 -4.226 -0.774
O 0.001 1.197 -2.455 -0.364
C 0.829 0.869 -5.003 0.415
F 0.706 1.716 -6.036 -0.255
F 2.022 1.075 -4.462 -0.186
F 0.765 -0.362 -5.488 -0.221
C -3.028 3.651 -1.216 -1.529
P -1.799 2.888 -0.062 1.189
C -2.835 3.322 1.436 -1.430
C -0.611 4.331 -0.195 -1.578
C 0.831 4.074 0.261 -1.225
P 1.680 2.484 -0.316 1.165
C 2.267 3.054 -1.972 -1.558
C 3.258 2.868 0.591 -1.491
H -3.182 4.703 -0.962 0.430
H -3.973 3.120 -1.124 0.404
H -2.681 3.581 -2.240 0.320
H -2.990 4.397 1.551 0.371
H -2.434 2.904 2.357 0.267
H -3.799 2.841 1.256 0.463
H -1.025 5.201 0.328 0.644
H -0.601 4.554 -1.266 0.656
H 0.861 4.040 1.354 0.455
H 1.463 4.907 -0.066 0.533
H 2.868 3.963 -1.902 0.506
H 1.416 3.207 -2.631 0.311
H 2.866 2.246 -2.394 0.211
H 3.536 3.917 0.480 0.584
H 4.054 2.243 0.186 0.354
H 3.149 2.638 1.652 0.263
Br 3.233 -2.124 -4.801 -0.239
C 4.087 -1.605 -3.185 0.158
C 5.461 -1.751 -3.097 -0.330
C 6.102 -1.452 -1.924 0.168
Br 7.996 -1.725 -1.842 -0.307
C 5.393 -0.998 -0.800 0.736
C 5.998 -0.722 0.445 -1.202
C 5.229 -0.309 1.494 -1.194
C 3.853 -0.149 1.288 -0.694
N 3.257 -0.376 0.144 1.151
C 3.976 -0.815 -0.906 -0.429
C 3.249 -1.142 -2.140 0.083
O 1.992 -1.062 -2.289 -0.151
H 6.013 -2.110 -3.954 0.444
H 7.066 -0.847 0.554 0.286
H 5.662 -0.102 2.463 0.510
H 3.230 0.183 2.109 0.435
C -2.778 -5.023 -2.854 -0.904
N -3.349 -4.384 -1.695 0.201
C -4.661 -4.000 -1.580 -0.879
C -4.780 -3.238 -0.488 -0.255
N -3.521 -3.122 0.103 0.494
C -2.609 -3.835 -0.686 -0.110
S -0.992 -4.137 -0.487 -0.372
C -3.293 -2.414 1.297 1.156
C -4.349 -1.741 1.924 -0.781
C -4.112 -1.121 3.135 -0.730
C -2.855 -1.198 3.709 -0.590
C -1.878 -1.884 3.008 -0.557
N -2.084 -2.459 1.832 0.028
H -3.481 -5.759 -3.245 0.328
H -1.850 -5.504 -2.556 0.309
H -2.561 -4.271 -3.613 0.336
H -5.408 -4.320 -2.283 0.474
H -5.658 -2.777 -0.083 0.343
H -5.338 -1.705 1.492 0.234
H -4.911 -0.587 3.632 0.415
H -2.644 -0.743 4.666 0.453
H -0.875 -1.998 3.402 0.493
Br 0.617 0.467 6.007 -0.188
C -0.191 2.101 5.492 0.336
C -0.664 2.937 6.492 -0.522
C -1.268 4.138 6.161 -0.601
C -1.363 4.512 4.829 -0.936
C -0.879 3.677 3.837 -0.078
C -0.312 2.446 4.150 -0.029
I 0.267 1.153 2.550 -0.056
H -0.562 2.636 7.525 0.403
H -1.656 4.779 6.941 0.369
H -1.823 5.452 4.557 0.401
H -0.952 3.974 2.801 0.382
Cl 2.593 -4.400 4.171 -0.270
C 2.461 -4.196 2.456 -0.053
C 2.799 -5.226 1.594 -0.363
C 2.667 -5.007 0.233 -1.065
C 2.170 -3.787 -0.203 -0.784
N 1.849 -2.810 0.635 0.721
C 2.011 -2.994 1.934 -0.460
H 3.145 -6.173 1.983 0.443
H 2.935 -5.777 -0.475 0.469
H 2.010 -3.580 -1.255 0.770
H 1.781 -2.155 2.582 0.523
```

Summary:
Frontier orbital gap   0.234 Ha
Net charge   -1

The most stable of them is one.

--- one ---
C5H14N2 | ωB97M-V with the def2-TZVPD basis set

Geometry as XYZ:
```
21
Properties=species:S:1:pos:R:3:mulliken_charge:R:1
C 0.718 -0.501 -1.610 -1.362
C -0.637 0.076 -1.214 0.082
C -0.863 0.469 0.274 -0.746
C -0.412 -0.581 1.330 -1.058
C 1.961 -0.386 1.953 -0.116
N 0.717 -0.198 2.131 0.088
N -1.299 0.980 -2.193 -0.214
H 0.855 -1.449 -1.091 0.290
H 0.776 -0.705 -2.684 0.463
H 1.584 0.093 -1.304 0.320
H -1.181 -0.910 -1.267 0.295
H -1.935 0.631 0.444 0.456
H -0.606 1.520 0.442 0.574
H -0.134 -1.465 0.756 0.497
H -1.326 -0.927 1.791 0.392
H 2.815 0.156 2.349 0.295
H 2.217 -0.964 1.074 0.256
H 0.593 0.516 2.861 0.326
H -0.843 1.926 -2.244 0.385
H -2.284 1.170 -1.975 0.373
H -1.096 0.585 -3.118 0.405
```

Summary:
Frontier orbital gap   0.415 Ha
Net charge   +2
SMILES string   C=[NH+]CC[C@H](C)[NH3+]

--- two ---
C5H14N2 | ωB97M-V with the def2-TZVPD basis set

Geometry as XYZ:
```
21
Properties=species:S:1:pos:R:3:mulliken_charge:R:1
C 1.599 1.357 -0.140 -1.421
C 1.572 -0.126 -0.276 0.260
C 0.249 -0.722 0.228 -0.795
C -0.976 -0.191 -0.441 -0.435
C -2.029 0.202 0.272 -0.388
N -3.367 0.294 -0.314 -0.275
N 2.681 -0.810 0.541 -0.340
H 0.691 1.752 -0.607 0.405
H 2.484 1.889 -0.701 0.390
H 1.707 1.713 0.928 0.425
H 1.804 -0.427 -1.328 0.251
H 0.473 -1.883 -0.010 0.347
H -0.001 -0.665 1.302 0.477
H -0.780 -0.040 -1.492 0.421
H -2.022 0.056 1.391 0.275
H -3.425 0.870 -1.268 0.429
H -3.713 -0.657 -0.499 0.388
H -3.924 0.762 0.461 0.412
H 3.396 -0.090 0.911 0.409
H 2.311 -1.296 1.385 0.392
H 3.307 -1.486 0.078 0.373
```

Summary:
Frontier orbital gap   0.415 Ha
Net charge   +2
SMILES string   C[C@@H]([NH3+])C/C=C/[NH3+]

The most stable of them is two.